Computed, not measured: a molecular structure, C13H16BiN3S4Se, with ωB97M-V/def2-TZVPD.

Geometry as ORCA input:
```
! wB97M-V def2-TZVPD RIJCOSX def2/J DEFGRID3
* xyz 2 1
Bi 0.2628 -0.1154 -0.1948
C -1.8876 -2.2686 1.9262
C -1.8417 -1.1692 2.9765
S -0.4099 -0.0585 2.8267
C -1.1525 1.5979 2.8568
C -2.2468 1.8887 1.8414
S -1.7651 1.7249 0.0893
C -3.0764 0.6751 -0.6241
C -3.3621 -0.6416 0.0759
S -1.9467 -1.7970 0.1652
H -2.7550 -2.9075 2.0998
H -1.0078 -2.9118 1.9878
H -1.7712 -1.6520 3.9512
H -2.7503 -0.5707 2.9916
H -0.3015 2.2699 2.7312
H -1.5483 1.7816 3.8560
H -2.5648 2.9254 1.9561
H -3.1238 1.2656 1.9973
H -2.7534 0.5297 -1.6545
H -3.9814 1.2850 -0.6426
H -4.1417 -1.1614 -0.4821
H -3.7282 -0.5069 1.0907
S 0.2869 -0.0038 -4.8915
C -0.0289 0.0080 -3.3763
N -0.3216 0.0151 -2.1971
Se 4.0894 1.4371 -0.4854
N 2.8787 0.1136 -0.3969
C 3.5609 -1.0148 -0.1915
C 3.0128 -2.3303 -0.0677
C 3.8537 -3.3731 0.1414
C 5.2762 -3.2054 0.2314
C 5.8477 -1.9888 0.0987
C 5.0000 -0.8557 -0.1198
N 5.4504 0.3737 -0.2895
H 1.9488 -2.5207 -0.1829
H 3.4476 -4.3736 0.2228
H 5.8949 -4.0787 0.3899
H 6.9188 -1.8459 0.1448
*
```

Energy above the lowest of the compared OMol25 structures with the same formula, charge and spin, kcal per mole: 0.0
Frontier orbital gap, Ha: 0.2344


Computed, not measured: a single C4H12N2 molecule in a non-equilibrium geometry, with ωB97M-V/def2-TZVPD.

Geometry as ORCA input:
```
! wB97M-V def2-TZVPD RIJCOSX def2/J DEFGRID3
* xyz 0 1
C 2.4208 -0.2566 0.5654
N 1.5879 -0.6158 -0.6091
C 0.1936 -0.9889 -0.2409
C -0.9319 -0.2087 -0.8929
C -1.3108 1.0893 -0.1779
N -1.9242 0.9414 1.1495
H 1.9561 0.5130 1.1830
H 3.3577 0.1053 0.1436
H 2.6065 -1.1792 1.1042
H 1.6014 0.1217 -1.2839
H 0.1488 -1.1789 0.8280
H 0.1260 -1.9619 -0.7690
H -0.8105 -0.0140 -1.9633
H -1.7756 -0.9101 -0.8815
H -0.4870 1.7910 -0.0272
H -2.0661 1.5675 -0.8011
H -2.8577 0.5414 1.0627
H -1.3835 0.3678 1.7832
*
```

Structure (SMILES): CNCCCN
Energy above the lowest of the compared OMol25 structures with the same formula, charge and spin, kcal per mole: 24.5
Frontier orbital gap, Ha: 0.3548


Computed, not measured: a molecular structure, C24H43KNO18 in a non-equilibrium geometry, with ωB97M-V/def2-TZVPD.

Geometry as ORCA input:
```
! wB97M-V def2-TZVPD RIJCOSX def2/J DEFGRID3
* xyz 1 1
K -6.8180 9.3040 -3.1950
C -9.5520 13.9230 0.8320
C -9.0190 12.5290 1.2530
C -10.0030 11.3800 1.2160
O -9.5260 10.4660 0.2850
C -8.4510 11.0300 -0.2900
O -7.8600 10.5870 -1.2030
O -8.0720 12.0840 0.2970
H -9.9160 14.0350 -0.1780
H -8.8310 14.6810 1.0730
H -10.4290 14.0960 1.4130
H -8.4950 12.5610 2.2160
H -11.0220 11.7360 0.9280
H -10.1210 10.9380 2.1970
C -8.3630 13.7960 -2.7650
C -9.5880 13.3760 -3.5460
C -9.6480 11.8600 -3.6810
O -10.5780 11.3910 -2.7410
C -11.1440 12.4300 -2.2050
O -12.0170 12.3940 -1.3590
O -10.7220 13.5020 -2.7410
H -7.5000 13.4700 -3.3040
H -8.3320 13.3640 -1.7960
H -8.3780 14.8640 -2.6110
H -9.7660 13.8710 -4.4680
H -8.6720 11.3910 -3.5290
H -9.9670 11.4870 -4.6220
C -5.5510 9.3960 -7.5150
O -5.4900 7.9990 -7.3140
C -5.1500 7.5130 -6.1090
O -4.9980 8.3470 -4.9750
O -4.9940 6.2310 -6.0930
C -4.3130 5.6390 -4.9440
H -5.8050 9.5970 -8.5450
H -4.6640 9.9680 -7.1970
H -6.4160 9.7870 -6.9780
H -3.8130 4.7490 -5.3270
H -5.0410 5.2680 -4.1840
H -3.5350 6.2220 -4.3850
C -8.4900 6.0280 -6.2310
O -8.0890 5.1330 -5.3140
C -7.7240 5.5600 -4.0960
O -7.7590 6.9070 -3.6990
O -7.3500 4.5890 -3.2510
C -7.1410 4.8520 -1.8880
H -7.8840 6.9050 -6.3030
H -9.5340 6.3840 -6.0430
H -8.3600 5.5420 -7.1700
H -7.2930 3.8920 -1.3480
H -7.8910 5.5480 -1.5100
H -6.1900 5.3250 -1.7380
C -2.7570 11.2380 -3.7150
O -2.8440 11.6510 -2.3700
C -4.0140 11.5220 -1.7160
O -5.2300 11.1680 -2.3260
O -3.8830 11.8910 -0.4950
C -5.0260 11.9220 0.3360
H -2.9630 10.1860 -3.9380
H -1.8290 11.6350 -4.2070
H -3.6260 11.6040 -4.1830
H -5.6020 10.9840 0.4180
H -5.7050 12.7100 0.1100
H -4.5990 12.1540 1.2910
C -4.1920 7.9590 -1.9540
O -4.4250 8.1350 -0.5780
C -5.6520 7.8680 -0.0490
O -6.6950 7.6500 -0.9230
O -5.8070 7.9330 1.2560
C -7.0440 7.3910 1.7790
H -3.4380 7.2100 -2.0310
H -3.7090 8.7610 -2.4940
H -4.9870 7.6020 -2.5510
H -6.8170 7.2440 2.8340
H -7.2590 6.3930 1.3300
H -7.8540 8.0810 1.7400
C -12.3230 9.8810 -8.3330
C -11.2010 10.1630 -7.3800
C -10.2800 9.0080 -7.2580
C -9.2950 9.2400 -6.2470
N -8.5010 9.3950 -5.4140
H -12.9760 9.1460 -7.8490
H -11.9620 9.4840 -9.3500
H -12.9310 10.7550 -8.5240
H -11.6770 10.4390 -6.4670
H -10.5500 10.9500 -7.8040
H -9.7960 8.8330 -8.2580
H -10.7890 8.1080 -7.0520
*
```

Energy above the lowest of the compared OMol25 structures with the same formula, charge and spin, kcal per mole: 0.0
Frontier orbital gap, Ha: 0.3969


Computed, not measured: 2 unconnected molecules or ions with the total composition C4H8O2, with ωB97M-V/def2-TZVPD.

Geometry as ORCA input:
```
! wB97M-V def2-TZVPD RIJCOSX def2/J DEFGRID3
* xyz 0 1
C -0.5509 1.6955 0.1638
C -0.7052 0.3748 0.2212
C 0.4754 -0.5401 0.3292
C 0.4096 -1.5668 1.4346
O 1.4529 -0.4216 -0.3866
H 0.4398 2.1438 0.1661
H -1.4051 2.3656 0.1310
H -1.6942 -0.0796 0.2530
H 0.5343 -1.0490 2.3952
H 1.2079 -2.3026 1.3173
H -0.5676 -2.0614 1.4593
O -0.0056 0.2800 -2.8309
H -0.4041 1.0276 -2.3740
H 0.7352 0.0567 -2.2492
*
```

Structure (SMILES): C=CC(C)=O.O
Energy above the lowest of the compared OMol25 structures with the same formula, charge and spin, kcal per mole: 31.5
Frontier orbital gap, Ha: 0.3886


Computed, not measured: a single C4H9NO2 molecule, with ωB97M-V/def2-TZVPD.

Geometry as ORCA input:
```
! wB97M-V def2-TZVPD RIJCOSX def2/J DEFGRID3
* xyz 0 1
C 0.3838 1.8997 1.4753
N 0.0717 1.9696 0.0533
C -0.7659 0.8837 -0.3997
C 0.0004 -0.4297 -0.5269
O 1.2096 -0.4831 -0.5532
O -0.7798 -1.5112 -0.6556
C -0.0427 -2.7301 -0.8165
H -0.5485 1.9223 2.0510
H 0.9656 2.7827 1.7566
H 0.9531 1.0041 1.7719
H 0.9455 1.9018 -0.4637
H -1.1713 1.1192 -1.3930
H -1.6259 0.7741 0.2695
H -0.7789 -3.5327 -0.8481
H 0.6454 -2.8667 0.0212
H 0.5379 -2.7037 -1.7423
*
```

Structure (SMILES): CNCC(=O)OC
Energy above the lowest of the compared OMol25 structures with the same formula, charge and spin, kcal per mole: 27.2
Frontier orbital gap, Ha: 0.3690